{
  "formula": "C7H16BO2Pb",
  "method": "wB97M-V/def2-TZVPD",
  "symbols": ["B", "C", "C", "C", "C", "C", "O", "C", "C", "O", "H", "H", "H", "H", "H", "H", "H", "H", "H", "H", "H", "H", "H", "H", "H", "H", "Pb"],
  "xyz": [[-1.244438, 0.687770, 2.628825], [-1.846736, -0.684852, 1.961981], [-0.841419, -1.797604, 1.795959], [0.111866, -1.360572, 0.744468], [-0.649616, -0.924260, -0.451483], [0.465494, -0.527656, -1.556224], [0.538460, 0.937552, -1.688596], [1.926974, 1.492586, -1.638886], [2.396770, 2.143294, -2.897291], [2.550745, 1.415847, -0.641728], [-1.643848, 1.680291, 1.959127], [-1.692035, 0.858935, 3.753679], [-0.024147, 0.695048, 2.708677], [-2.676631, -1.054528, 2.544088], [-2.287348, -0.399204, 1.001475], [-0.319232, -2.101346, 2.685616], [-1.374240, -2.695151, 1.479944], [0.750141, -2.190150, 0.451435], [0.796583, -0.593358, 1.074699], [-1.201074, -1.765839, -0.836485], [-1.351059, -0.079806, -0.174701], [1.412977, -0.935793, -1.258022], [0.178511, -1.009953, -2.477777], [3.298917, 1.674693, -3.245299], [1.617973, 2.091515, -3.639505], [2.613131, 3.180771, -2.712422], [-1.506719, 1.261767, -1.571554]],
  "forces_ev_per_angstrom": [[0.4, -0.7, 0.2], [-0.1, 0.6, 1.2], [-1.0, -0.2, -0.2], [0.7, -0.5, 0.7], [2.5, 0.3, -2.2], [-1.5, -0.8, 1.0], [2.5, -0.9, -0.4], [2.1, 0.9, 1.0], [-1.3, -0.2, -0.1], [-1.3, -0.6, -0.6], [-0.2, 0.6, -0.7], [-0.1, 0.4, -0.3], [-0.1, 0.1, -0.2], [-0.4, 0.0, 0.2], [-0.6, -0.6, 0.2], [0.2, 0.3, 0.6], [0.1, -0.4, -0.3], [0.1, -0.3, -0.4], [0.0, 0.5, 0.3], [-0.7, -0.1, -0.2], [0.5, -1.1, 1.0], [0.4, 0.2, 0.3], [0.2, 0.4, -0.8], [0.4, -0.3, -0.1], [0.0, 0.0, -0.5], [0.2, 0.4, 0.3], [-3.0, 2.0, 0.3]],
  "lumo_ha": -0.2489,
  "total_charge": 1,
  "spin_multiplicity": 1,
  "homo_energy_ha": -0.4169,
  "orbital_gap_ev": 4.57
}

{
  "formula": "C7H16Cl12Hg2O2",
  "method": "wB97M-V/def2-TZVPD",
  "symbols": ["Hg", "Hg", "C", "O", "H", "H", "H", "C", "O", "H", "H", "H", "Cl", "Cl", "C", "Cl", "Cl", "H", "H", "C", "Cl", "Cl", "H", "H", "C", "Cl", "Cl", "H", "H", "C", "Cl", "Cl", "H", "H", "C", "Cl", "Cl", "H", "H"],
  "xyz": [[-3.276932, -0.140703, 2.581388], [-0.384442, 0.632857, 0.388478], [-3.831912, 0.816137, -0.526052], [-2.756942, 0.453607, 0.318588], [-3.884212, 1.865907, -0.814772], [-3.993872, 0.151907, -1.374972], [-4.691302, 0.594527, 0.106748], [-0.017182, -0.843073, 3.606268], [-0.770732, -0.333463, 2.533778], [-0.364182, -0.301653, 4.486358], [-0.439302, -1.819263, 3.844938], [1.071148, -0.878103, 3.557238], [-0.788752, 3.120787, 1.347818], [-3.704802, 2.426137, 3.602168], [3.662598, 1.798297, 0.848228], [3.470788, 2.930067, 2.206798], [2.197088, 0.713497, 0.674138], [3.710518, 2.400507, -0.059052], [4.579438, 1.230887, 1.008058], [-1.582862, -3.272133, -0.980792], [-1.320772, -3.480423, -2.736482], [-0.317102, -2.048663, -0.295672], [-2.516722, -2.725113, -0.851322], [-1.595832, -4.238373, -0.476482], [3.695318, -4.481093, 1.090498], [2.410278, -3.338963, 0.728928], [3.838968, -4.815583, 2.780708], [3.478478, -5.440573, 0.620948], [4.637208, -4.124813, 0.673348], [2.001738, 0.745617, -3.436462], [3.196828, 1.397967, -2.364592], [0.821578, -0.223653, -2.493712], [1.587068, 1.454407, -4.153232], [2.474418, -0.003133, -4.072112], [-2.119772, 4.025937, -2.325092], [-1.095372, 2.675867, -2.925352], [-3.324032, 4.342167, -3.565322], [-2.606052, 3.856237, -1.364452], [-1.450392, 4.875437, -2.189482]],
  "forces_ev_per_angstrom": [[2.0, 3.0, -0.5], [-2.3, 1.9, 1.6], [-0.7, -0.8, 1.3], [0.7, -0.7, 0.5], [0.4, 0.0, 0.0], [0.6, 0.1, -0.4], [-0.7, 0.5, -0.3], [-2.1, -0.2, 0.9], [-0.6, 0.2, -1.4], [0.7, 0.5, 0.4], [0.7, -0.7, -0.2], [0.0, 0.2, -0.5], [0.5, -1.3, -0.9], [-0.1, -2.2, -0.5], [-0.5, 1.0, 0.2], [0.0, -0.5, -0.4], [1.8, -0.1, 0.5], [-0.1, -0.3, 0.2], [-0.5, -0.4, -0.1], [0.1, 1.5, -0.6], [0.0, -0.1, 0.9], [-0.9, -1.9, -0.3], [0.2, -0.2, 0.0], [0.6, 0.4, 0.1], [0.3, -0.6, -1.0], [0.0, 0.0, -0.1], [0.2, 0.0, 0.9], [-0.2, 0.3, -0.1], [-0.2, 0.2, 0.3], [0.0, -1.4, -0.8], [0.4, 0.6, -0.3], [-0.1, 0.5, -0.6], [-0.4, 0.3, 0.8], [0.2, 0.0, 0.2], [0.6, 0.2, -0.1], [-0.2, 0.1, 0.7], [-0.3, 0.3, 0.1], [0.2, -0.6, -0.2], [-0.2, -0.1, -0.3]],
  "lumo_ha": -0.1034,
  "spin_multiplicity": 1,
  "homo_energy_ha": -0.3227,
  "orbital_gap_ev": 5.97
}